Record 1
Computed, not measured: a structure of composition C25H36HgN3O3P2, with the ωB97M-V functional and the def2-TZVPD basis.

Each line ends with the Mulliken spin population.
Geometry (Å):
1 Hg 0.5653 -0.4766 -0.2730  -0.03
2 O -2.7387 -0.3784 -1.4686  0.01
3 C -3.3347 -1.1436 -2.2572  0.00
4 C -4.7841 -1.2432 -2.2529  0.00
5 C -5.4844 -2.0556 -3.1028  0.00
6 C -4.8341 -2.8562 -4.0581  0.00
7 C -3.4526 -2.7982 -4.0957  0.00
8 C -2.6885 -1.9997 -3.2413  0.00
9 C -1.2402 -2.0952 -3.4106  0.00
10 N -0.3308 -1.5592 -2.7167  0.00
11 C 1.0516 -1.8470 -3.0356  0.02
12 C 1.9186 -0.5803 -3.0587  0.00
13 N 1.7690 0.2717 -1.8967  0.22
14 C 2.4975 1.4118 -1.9930  0.45
15 C 2.6158 2.5359 -1.1525  -0.19
16 C 3.4229 3.6213 -1.5988  0.21
17 C 3.5607 4.8098 -0.8975  -0.18
18 C 2.8883 4.9724 0.3092  0.28
19 C 2.1014 3.9170 0.8004  -0.07
20 C 1.9498 2.6880 0.1371  0.15
21 O 1.2628 1.7221 0.6667  0.05
22 H -5.2929 -0.6210 -1.5232  0.00
23 H -6.5700 -2.0792 -3.0366  0.00
24 H -5.3909 -3.4923 -4.7345  0.00
25 H -2.9159 -3.4038 -4.8244  0.00
26 H -0.9493 -2.7464 -4.2604  0.00
27 H 1.1438 -2.3646 -4.0062  0.00
28 H 1.4483 -2.5153 -2.2622  0.00
29 H 1.6856 -0.0205 -3.9799  -0.01
30 H 2.9648 -0.9217 -3.1660  -0.01
31 H 3.0719 1.5014 -2.9207  0.07
32 H 3.9335 3.5043 -2.5519  0.01
33 H 4.1787 5.6064 -1.3018  -0.01
34 H 2.9685 5.8987 0.8700  0.03
35 H 1.5728 4.0358 1.7435  -0.01
36 C 1.4573 0.0383 5.0708  0.00
37 P 1.4494 0.6701 3.3279  0.00
38 C 2.9390 1.7356 3.4177  -0.01
39 C 0.1321 1.9552 3.5094  0.00
40 C -1.2664 1.4478 3.1438  0.00
41 P -1.5215 0.9669 1.3622  0.00
42 C -3.2086 0.2545 1.5627  0.00
43 C -1.9460 2.5814 0.6199  -0.01
44 H 1.5942 0.8427 5.8001  0.00
45 H 2.2565 -0.6956 5.2030  0.00
46 H 0.5098 -0.4655 5.2798  0.00
47 H 2.9024 2.4257 4.2668  0.00
48 H 2.9947 2.3099 2.4922  0.00
49 H 3.8363 1.1176 3.5010  0.00
50 H 0.4230 2.7582 2.8347  0.00
51 H 0.1399 2.3427 4.5354  0.00
52 H -2.0197 2.2071 3.3956  0.00
53 H -1.5324 0.5586 3.7287  0.00
54 H -3.8594 0.8831 2.1839  0.00
55 H -3.1382 -0.7380 2.0148  0.00
56 H -3.6291 0.1383 0.5617  0.00
57 H -2.7096 3.1169 1.1966  0.00
58 H -2.3188 2.3803 -0.3870  0.00
59 H -1.0375 3.1824 0.5427  0.00
60 N 2.0262 -5.2009 0.3093  0.00
61 C 1.7189 -3.8459 0.3205  0.00
62 O 2.6091 -3.0253 0.3513  0.01
63 C 0.2327 -3.5517 0.2472  0.00
64 C -0.2244 -2.1885 0.7254  0.00
65 H 2.9843 -5.4159 0.5294  0.00
66 H 1.3239 -5.8550 0.6048  0.00
67 H -0.0472 -3.6890 -0.8052  0.00
68 H -0.2745 -4.3714 0.7814  0.00
69 H -0.0660 -2.0609 1.7985  0.00
70 H -1.2951 -2.1086 0.5235  0.00

Spin multiplicity: 2
Molecular weight (g mol⁻¹): 689.12
Net charge: -2
Orbital gap (spin up / spin down) (eV): 3.49 / 5.84
E_LUMO (spin up / spin down) (Ha): 0.174 / 0.174
Calculated total energy (eV): -59873.672
E_HOMO (spin up / spin down) (Ha): 0.0463 / -0.0400

***

Record 2
Computed, not measured: an isolated molecule of C25H36N2O, with the ωB97M-V functional and the def2-TZVPD basis.

Each line ends with the Mulliken charge.
Geometry (Å):
1 C 5.4471 -1.0778 2.9211  -1.60
2 C 5.0357 -0.2048 1.7366  0.76
3 C 4.8582 1.2413 2.1929  -1.51
4 C 3.7558 -0.7725 1.1024  -0.07
5 C 3.2646 0.0329 -0.1047  -1.34
6 C 1.9766 -0.5810 -0.6899  2.03
7 C 1.5990 0.1900 -1.9733  -1.79
8 C 0.3169 -0.3187 -2.6323  0.09
9 N -0.2625 0.7210 -3.4634  -0.21
10 C -1.6803 0.5181 -3.7224  -1.20
11 C -2.4484 0.6712 -2.4362  0.29
12 C -3.2131 -0.3575 -1.9054  -0.92
13 C -3.8847 -0.2058 -0.7098  -0.70
14 C -3.8282 0.9947 0.0061  1.09
15 N -4.4750 1.1178 1.2263  0.47
16 C -5.7932 0.5581 1.4157  -1.14
17 C -4.2476 2.2880 2.0378  -1.26
18 C -3.0379 2.0201 -0.5246  -0.32
19 C -2.3626 1.8542 -1.7158  -0.47
20 C 0.8134 -0.4457 0.2830  0.12
21 C -0.0862 -1.4776 0.5328  0.54
22 C -1.1623 -1.3048 1.3861  -1.37
23 C -1.3725 -0.0926 2.0145  -0.37
24 C -0.5018 0.9510 1.7600  -1.36
25 C 0.5676 0.7773 0.9018  0.06
26 C 2.3327 -2.0369 -1.0302  -1.36
27 C 2.9119 -2.7553 0.1905  -0.72
28 O 4.0463 -2.1013 0.7007  -0.39
29 H 4.7009 -1.0160 3.7108  0.33
30 H 5.5342 -2.1127 2.6047  0.35
31 H 6.4037 -0.7497 3.3210  0.46
32 H 5.8250 -0.2533 0.9797  0.29
33 H 3.9733 1.3343 2.8195  0.30
34 H 4.7625 1.9204 1.3501  0.34
35 H 5.7236 1.5504 2.7746  0.46
36 H 2.9548 -0.7942 1.8636  0.22
37 H 3.1017 1.0687 0.1792  0.26
38 H 4.0453 0.0103 -0.8687  0.56
39 H 2.4277 0.1444 -2.6836  0.64
40 H 1.4342 1.2382 -1.7191  0.09
41 H 0.5097 -1.2488 -3.1934  0.12
42 H -0.4157 -0.5403 -1.8528  -0.02
43 H 0.2499 0.8039 -4.3358  0.28
44 H -1.9974 1.2868 -4.4346  0.48
45 H -1.8953 -0.4703 -4.1673  0.29
46 H -3.2807 -1.3007 -2.4309  0.27
47 H -4.4413 -1.0443 -0.3195  0.30
48 H -6.0144 -0.1848 0.6565  0.40
49 H -5.8579 0.0848 2.3994  0.28
50 H -6.5626 1.3397 1.3596  0.32
51 H -4.6191 2.0842 3.0431  0.37
52 H -4.7631 3.1811 1.6570  0.37
53 H -3.1809 2.4920 2.1021  0.31
54 H -2.9559 2.9667 -0.0152  0.39
55 H -1.7546 2.6575 -2.1037  0.38
56 H 0.0319 -2.4382 0.0567  0.42
57 H -1.8418 -2.1271 1.5563  0.43
58 H -2.2094 0.0379 2.6828  0.38
59 H -0.6521 1.9122 2.2312  0.43
60 H 1.2129 1.6214 0.7132  0.39
61 H 1.4747 -2.5876 -1.4118  0.53
62 H 3.0949 -2.0256 -1.8129  0.42
63 H 3.2482 -3.7599 -0.0793  0.44
64 H 2.1484 -2.8357 0.9795  0.37

Spin multiplicity: 1
Molecular weight (g mol⁻¹): 380.58
Orbital gap (eV): 8.25
E_LUMO (Ha): 0.028
Calculated total energy (eV): -31537.171
Relative energy (zero: lowest compared OMol25 entry of this formula, charge and spin) (kcal per mole): 0.0
E_HOMO (Ha): -0.2749

***

Record 3
Computed, not measured: an isolated molecule of C25H36N4O2, with the ωB97M-V functional and the def2-TZVPD basis.

Each line ends with the Mulliken charge.
Geometry (Å):
1 C -5.8621 -0.8343 -0.6699  -0.97
2 N -5.2149 -0.2057 0.4588  0.14
3 C -5.9459 0.8909 1.0767  -1.22
4 C -5.9032 2.0911 0.1937  0.82
5 C -4.8618 3.0503 0.0882  -0.19
6 C -5.2961 3.8788 -0.8997  -0.62
7 O -6.4821 3.4609 -1.3525  -0.19
8 N -6.8480 2.3513 -0.6739  -0.46
9 C -3.9953 -0.5279 0.9556  0.03
10 O -3.5002 0.1004 1.8748  -0.72
11 C -3.2616 -1.6887 0.3012  0.41
12 C -2.4482 -2.4499 1.3501  -0.70
13 C -1.6088 -3.5317 0.6626  -1.12
14 N -0.7219 -3.0383 -0.3656  0.24
15 C 0.6129 -2.6318 0.0287  -0.33
16 C 0.8309 -1.1628 0.4181  -0.07
17 C 2.2812 -0.9568 0.8467  -1.22
18 N 3.1819 -1.2836 -0.2430  0.33
19 C 4.5594 -0.9259 0.0473  -0.69
20 C 5.3697 -0.7127 -1.2308  -0.49
21 C 6.7821 -0.1976 -0.9268  -1.23
22 C 6.7532 1.1536 -0.2710  0.41
23 C 6.9920 1.2967 1.0894  -0.20
24 C 6.9359 2.5420 1.6910  -0.58
25 C 6.6387 3.6640 0.9374  -0.39
26 C 6.4009 3.5334 -0.4205  -0.62
27 C 6.4581 2.2877 -1.0182  -0.25
28 C 3.0372 -2.6813 -0.6054  -0.71
29 C 1.6169 -2.9628 -1.0821  -1.00
30 C -1.4322 -2.2473 -1.3423  -1.16
31 C -2.3004 -1.1239 -0.7525  -0.37
32 H -6.6413 -0.1638 -1.0309  0.48
33 H -5.1615 -1.0077 -1.4855  0.31
34 H -6.3229 -1.7849 -0.3844  0.24
35 H -5.4531 1.1101 2.0268  0.43
36 H -6.9819 0.5868 1.2448  0.44
37 H -3.9596 3.0893 0.6597  0.44
38 H -4.8829 4.7568 -1.3543  0.46
39 H -3.9628 -2.3821 -0.1688  0.42
40 H -1.8098 -1.7467 1.8847  0.13
41 H -3.1190 -2.9124 2.0769  0.51
42 H -1.0225 -4.0773 1.4043  0.50
43 H -2.2912 -4.2473 0.1836  0.44
44 H 0.8700 -3.2503 0.8978  0.27
45 H 0.6335 -0.5205 -0.4406  0.26
46 H 0.1733 -0.8734 1.2385  0.19
47 H 2.4343 0.0923 1.1142  0.47
48 H 2.4897 -1.5714 1.7436  0.33
49 H 5.0526 -1.6862 0.6802  0.14
50 H 4.5521 0.0146 0.6043  0.40
51 H 5.4504 -1.6479 -1.7868  0.41
52 H 4.8386 0.0064 -1.8557  0.27
53 H 7.3393 -0.1340 -1.8647  0.41
54 H 7.2913 -0.9131 -0.2775  0.42
55 H 7.2254 0.4243 1.6837  0.33
56 H 7.1248 2.6363 2.7507  0.37
57 H 6.5948 4.6365 1.4055  0.37
58 H 6.1716 4.4060 -1.0151  0.37
59 H 6.2754 2.1915 -2.0792  0.39
60 H 3.7398 -2.9082 -1.4094  0.41
61 H 3.2758 -3.3414 0.2515  0.39
62 H 1.4168 -2.3481 -1.9595  0.26
63 H 1.5183 -4.0112 -1.3653  0.33
64 H -0.7169 -1.8259 -2.0488  0.44
65 H -2.0880 -2.9320 -1.8973  0.47
66 H -1.6736 -0.3696 -0.2773  0.13
67 H -2.8552 -0.6398 -1.5604  0.46

Spin multiplicity: 1
Molecular weight (g mol⁻¹): 424.59
Orbital gap (eV): 8.77
E_LUMO (Ha): 0.030
Calculated total energy (eV): -36563.922
Relative energy (zero: lowest compared OMol25 entry of this formula, charge and spin) (kcal per mole): 78.3
E_HOMO (Ha): -0.2929

***

Record 4
Computed, not measured: an isolated molecule of C25H36N4O3S, with the ωB97M-V functional and the def2-TZVPD basis.

Each line ends with the Mulliken charge.
Geometry (Å):
1 C 2.9940 3.6850 -3.7277  -1.20
2 C 4.2182 2.9207 -3.2344  -0.56
3 N 4.2587 2.8551 -1.7868  0.60
4 C 4.5228 4.1390 -1.1484  -0.96
5 C 3.3007 4.6796 -0.4092  -0.97
6 C 5.0579 1.7695 -1.2615  -1.11
7 C 4.5333 1.3047 0.1011  -0.86
8 N 3.1639 0.8669 -0.0020  0.07
9 C 2.1703 1.3949 0.7437  0.29
10 O 2.3731 2.1854 1.6506  -0.71
11 C 0.7960 0.9309 0.3967  0.82
12 C -0.2732 1.7609 0.7158  -1.21
13 C -1.5709 1.3706 0.4485  -0.23
14 C -1.8421 0.1307 -0.1213  0.13
15 N -3.1403 -0.3329 -0.4006  0.64
16 C -3.6430 -1.3787 0.4754  -0.02
17 C -4.7542 -2.1484 -0.2341  -0.60
18 C -5.8718 -1.1859 -0.6279  -0.82
19 C -5.2939 -0.0401 -1.4538  -0.86
20 C -4.1670 0.6486 -0.6844  -0.96
21 C -0.7568 -0.6942 -0.4754  -0.96
22 N -0.9848 -1.9004 -1.1362  -0.25
23 S -0.1814 -3.3199 -0.7634  1.10
24 O -0.8645 -4.3365 -1.5056  -0.71
25 O 1.2222 -3.1293 -0.9711  -0.68
26 C -0.5102 -3.5197 0.9803  0.19
27 C 0.2818 -2.8792 1.9135  -0.34
28 C -0.0477 -2.9718 3.2537  -0.80
29 C -1.1588 -3.7029 3.6659  0.81
30 C -1.4913 -3.8082 5.1214  -1.50
31 C -1.9345 -4.3478 2.7076  -0.59
32 C -1.6159 -4.2533 1.3640  -0.58
33 C 0.5427 -0.2932 -0.2126  -0.47
34 H 3.0526 4.7365 -3.4613  0.29
35 H 2.0958 3.2624 -3.2853  0.25
36 H 2.9244 3.6088 -4.8104  0.43
37 H 4.1604 1.8984 -3.6177  0.41
38 H 5.1320 3.3833 -3.6528  0.33
39 H 5.3479 4.0340 -0.4345  0.41
40 H 4.8427 4.8698 -1.9028  0.48
41 H 3.0116 4.0110 0.3955  0.13
42 H 3.5302 5.6546 0.0155  0.47
43 H 2.4584 4.7824 -1.0869  0.22
44 H 6.1252 2.0362 -1.1566  0.32
45 H 4.9961 0.9247 -1.9537  0.50
46 H 4.5519 2.1152 0.8320  0.42
47 H 5.1632 0.4841 0.4665  0.39
48 H 2.9292 0.3048 -0.8041  0.22
49 H -0.0684 2.7105 1.1853  0.51
50 H -2.3874 2.0262 0.7101  0.47
51 H -2.8266 -2.0474 0.7561  -0.27
52 H -4.0445 -0.9386 1.4058  0.32
53 H -4.3495 -2.6255 -1.1291  0.27
54 H -5.1361 -2.9292 0.4255  0.38
55 H -6.6405 -1.7109 -1.1970  0.39
56 H -6.3373 -0.7834 0.2753  0.33
57 H -6.0716 0.6873 -1.6914  0.38
58 H -4.8925 -0.4320 -2.3898  0.31
59 H -3.7291 1.4433 -1.2915  0.49
60 H -4.5789 1.0940 0.2372  0.46
61 H -1.9447 -2.0425 -1.4123  0.44
62 H 1.1467 -2.3263 1.5864  0.52
63 H 0.5630 -2.4710 3.9899  0.43
64 H -1.3662 -2.8469 5.6146  0.37
65 H -2.5118 -4.1523 5.2665  0.37
66 H -0.8197 -4.5187 5.6032  0.32
67 H -2.7942 -4.9246 3.0152  0.39
68 H -2.2007 -4.7477 0.6040  0.50
69 H 1.3346 -0.9705 -0.4892  0.68

Spin multiplicity: 1
Molecular weight (g mol⁻¹): 472.65
Orbital gap (eV): 8.88
E_LUMO (Ha): 0.024
Calculated total energy (eV): -49448.174
Relative energy (zero: lowest compared OMol25 entry of this formula, charge and spin) (kcal per mole): 5.2
E_HOMO (Ha): -0.3026